{
  "formula": "C21H33N3O3",
  "method": "ωB97M-V/def2-TZVPD",
  "species": ["C", "C", "C", "C", "N", "C", "C", "C", "N", "C", "O", "C", "C", "O", "C", "C", "C", "C", "C", "C", "N", "C", "O", "C", "C", "C", "C", "H", "H", "H", "H", "H", "H", "H", "H", "H", "H", "H", "H", "H", "H", "H", "H", "H", "H", "H", "H", "H", "H", "H", "H", "H", "H", "H", "H", "H", "H", "H", "H", "H"],
  "positions_angstrom": [[-5.35024, -1.16214, -1.11021], [-4.12181, -0.28668, -0.87086], [-3.60257, 0.27201, -2.19133], [-3.04172, -1.10955, -0.15809], [-1.87203, -0.33480, 0.24111], [-0.71856, -1.20107, 0.45431], [-0.05614, -1.69324, -0.83518], [0.21975, -0.56473, -1.82963], [0.96965, 0.52433, -1.25040], [2.24863, 0.79013, -1.57073], [2.89633, 0.11307, -2.34532], [2.82488, 2.03047, -0.89758], [3.93464, 1.65831, 0.11099], [3.40619, 0.95381, 1.21928], [3.30675, -0.40285, 1.09679], [2.45180, -1.08865, 1.94607], [2.34837, -2.46677, 1.85981], [3.09220, -3.16339, 0.92259], [3.96836, -2.48831, 0.09029], [4.09233, -1.11023, 0.18140], [5.02182, -0.40593, -0.57421], [5.05364, 0.94391, -0.65009], [5.89078, 1.55436, -1.27334], [-2.13863, 0.46296, 1.43340], [-1.24503, 1.70538, 1.54112], [-1.48407, 2.40278, 2.87837], [-1.52261, 2.66173, 0.38401], [-6.13087, -0.59246, -1.60874], [-5.74810, -1.53798, -0.16996], [-5.09323, -2.01289, -1.73803], [-4.41833, 0.55398, -0.23607], [-3.31137, -0.53682, -2.85838], [-4.37259, 0.86236, -2.68298], [-2.74059, 0.90851, -2.01576], [-3.49030, -1.61445, 0.71629], [-2.70840, -1.88609, -0.84845], [0.02721, -0.63759, 1.01546], [-0.98863, -2.07865, 1.06908], [0.88310, -2.17618, -0.55963], [-0.67939, -2.43591, -1.33454], [-0.72941, -0.17172, -2.20027], [0.80930, -0.94552, -2.66651], [0.48302, 1.08658, -0.57162], [3.28014, 2.65294, -1.66928], [2.04993, 2.59694, -0.37974], [4.34798, 2.58439, 0.52797], [1.89098, -0.52827, 2.67769], [1.68060, -2.99381, 2.52336], [3.00171, -4.23588, 0.84659], [4.56813, -3.02393, -0.62980], [5.64006, -0.92171, -1.18639], [-2.02639, -0.14771, 2.34646], [-3.17451, 0.80288, 1.39577], [-0.19351, 1.39769, 1.50774], [-2.52403, 2.71036, 2.96644], [-1.25165, 1.73882, 3.70811], [-0.85689, 3.28729, 2.96192], [-1.45571, 2.13796, -0.56590], [-2.52588, 3.07329, 0.47134], [-0.81508, 3.48868, 0.38527]],
  "atomic_forces_ev_per_a": [[0.1523, 0.2203, 0.1682], [0.0808, -0.2292, -0.1373], [-0.0804, 0.0839, 0.3102], [-0.1858, 0.2814, -0.0261], [-0.0134, -0.0365, 0.0581], [0.1313, -0.1579, -0.1695], [-0.0422, 0.3086, 0.0632], [-0.0523, -0.3951, -0.1218], [-0.4864, -0.0268, 0.1820], [-0.1542, 0.4634, 0.1068], [0.1921, -0.0508, -0.2655], [0.2705, -0.2651, 0.1754], [-0.0989, 0.6035, -0.5269], [0.0661, -0.2285, 0.2000], [-0.0986, -0.4147, -0.0104], [0.2103, 0.1227, -0.1447], [-0.0377, -0.0215, 0.0404], [0.0351, -0.0589, 0.0151], [-0.0866, 0.1418, 0.0447], [-0.2106, 0.1224, 0.2909], [0.3582, -0.3635, 0.0293], [0.1284, 0.0596, 0.2906], [-0.0523, 0.1966, -0.1193], [0.2693, 0.1171, -0.0155], [-0.3135, 0.0449, 0.0244], [0.1953, -0.1844, -0.1873], [0.1978, -0.1968, 0.1366], [-0.1071, 0.0035, -0.0655], [-0.0877, -0.0827, 0.0735], [0.0062, -0.1296, -0.0967], [0.0098, -0.0179, 0.0322], [0.0573, -0.1150, -0.1258], [-0.0569, 0.0579, -0.1055], [0.1213, 0.0748, -0.0747], [0.0629, -0.0535, -0.0277], [-0.0476, -0.0875, -0.0131], [-0.0310, -0.0436, 0.0338], [0.0300, 0.0944, 0.0744], [0.0142, -0.0694, -0.0263], [0.0059, -0.0997, -0.0217], [0.0873, -0.0228, -0.0552], [-0.1329, 0.0763, 0.0494], [0.1561, 0.1409, -0.0488], [-0.0629, -0.0096, -0.0060], [0.0439, 0.0401, 0.0241], [0.0163, -0.2706, -0.1784], [-0.0921, 0.0976, 0.0722], [-0.0737, -0.0532, 0.0677], [0.0011, -0.0982, -0.0083], [0.0738, -0.0620, -0.0991], [-0.0437, 0.1903, 0.0448], [-0.0681, -0.0108, -0.0223], [-0.0430, 0.0208, 0.0697], [0.0243, -0.0536, 0.0031], [-0.1409, 0.0570, 0.0242], [0.0048, -0.0328, 0.1379], [0.0265, 0.1104, 0.0630], [-0.0144, 0.0134, -0.1637], [-0.1562, 0.0734, -0.0126], [0.0420, 0.1252, -0.0300]],
  "mulliken_charge": [-1.73, 1.13, -1.35, -1.36, 1.63, -1.11, -0.66, -0.96, 0.15, 0.55, -0.68, -0.72, 0.21, -0.53, 0.56, -0.40, -0.61, -0.73, -0.90, 0.77, 0.04, 0.07, -0.66, -1.46, 1.92, -1.84, -1.44, 0.42, 0.42, 0.36, 0.15, 0.30, 0.47, 0.16, 0.22, 0.44, -0.01, 0.41, 0.20, 0.51, 0.28, 0.45, -0.18, 0.55, 0.15, 0.43, 0.50, 0.38, 0.40, 0.39, 0.20, 0.22, 0.53, -0.49, 0.37, 0.43, 0.43, 0.21, 0.40, 0.41],
  "orbital_gap_ev": 8.959,
  "spin_multiplicity": 1,
  "homo_ev": -8.2821,
  "largest_force_ev_per_a": 0.81,
  "energy_ev": -32926.96086,
  "charge": 0,
  "smiles": "CC(C)CN(CCCNC(=O)C[C@H]1Oc2ccccc2NC1=O)CC(C)C",
  "de_lowest_kj_mol": 49.7
}